(1)
{
  "formula": "C57H42IrN7O7S",
  "method": "wB97M-V/def2-TZVPD",
  "species": ["Ir", "C", "O", "C", "C", "C", "C", "C", "C", "C", "C", "C", "C", "C", "N", "C", "C", "C", "C", "C", "C", "C", "C", "C", "C", "O", "C", "C", "C", "C", "N", "C", "C", "C", "C", "C", "C", "O", "C", "C", "C", "C", "C", "C", "C", "N", "C", "C", "N", "C", "C", "C", "C", "O", "C", "C", "C", "H", "H", "H", "H", "H", "H", "H", "H", "H", "H", "H", "H", "H", "H", "H", "H", "H", "H", "H", "H", "H", "H", "H", "H", "H", "H", "H", "H", "H", "H", "H", "H", "H", "H", "H", "H", "O", "S", "O", "O", "C", "N", "C", "C", "C", "N", "C", "C", "C", "N", "C", "C", "H", "H", "H", "H", "H", "H"],
  "positions_angstrom": [[0.378, -0.522, -1.114], [-9.241, -0.834, -2.104], [-8.576, -0.740, -0.855], [-7.246, -0.977, -0.813], [-6.606, -0.673, 0.389], [-5.231, -0.730, 0.476], [-4.461, -1.120, -0.621], [-5.115, -1.548, -1.767], [-6.498, -1.470, -1.877], [-2.980, -0.946, -0.649], [-2.174, -2.063, -0.561], [-2.645, -3.375, -0.218], [-1.565, -4.116, 0.112], [-0.399, -3.290, -0.058], [-0.792, -2.065, -0.521], [0.950, -3.613, 0.234], [1.988, -2.997, -0.487], [3.273, -3.603, -0.735], [4.010, -2.710, -1.430], [3.197, -1.535, -1.615], [3.612, -0.356, -2.220], [5.062, -0.224, -2.540], [5.983, -0.240, -1.500], [7.337, -0.027, -1.727], [7.792, 0.183, -3.025], [9.083, 0.398, -3.359], [10.048, 0.420, -2.319], [6.878, 0.174, -4.078], [5.533, -0.017, -3.837], [2.794, 0.769, -2.412], [1.504, 0.912, -1.981], [1.103, 2.190, -2.298], [-0.141, 2.759, -2.006], [-0.318, 4.214, -2.255], [-1.399, 4.705, -2.978], [-1.565, 6.065, -3.202], [-0.638, 6.969, -2.696], [-0.722, 8.308, -2.837], [-1.963, 8.859, -3.259], [0.458, 6.491, -1.977], [0.614, 5.138, -1.765], [-1.222, 2.044, -1.470], [-2.481, 2.600, -1.065], [-3.275, 1.566, -0.683], [-2.505, 0.368, -0.822], [-1.251, 0.688, -1.259], [2.177, 2.853, -2.986], [3.218, 1.992, -3.036], [1.954, -1.767, -1.075], [1.349, -4.455, 1.390], [2.508, -4.099, 2.087], [2.923, -4.753, 3.238], [2.178, -5.815, 3.737], [2.495, -6.531, 4.831], [3.657, -6.169, 5.560], [1.010, -6.181, 3.068], [0.609, -5.520, 1.931], [-10.193, -0.327, -1.973], [-9.424, -1.875, -2.381], [-8.675, -0.341, -2.896], [-7.213, -0.348, 1.224], [-4.739, -0.467, 1.407], [-4.533, -1.911, -2.607], [-6.981, -1.782, -2.792], [-3.682, -3.667, -0.194], [-1.577, -5.150, 0.397], [3.544, -4.610, -0.466], [5.020, -2.823, -1.786], [5.631, -0.391, -0.486], [8.020, -0.015, -0.890], [11.008, 0.546, -2.809], [10.055, -0.519, -1.762], [9.872, 1.257, -1.640], [7.250, 0.315, -5.084], [4.837, -0.026, -4.667], [-2.108, 4.011, -3.413], [-2.414, 6.404, -3.779], [-1.892, 9.927, -3.077], [-2.788, 8.449, -2.673], [-2.137, 8.683, -4.322], [1.161, 7.205, -1.568], [1.448, 4.790, -1.169], [-2.729, 3.647, -1.059], [-4.291, 1.620, -0.329], [2.130, 3.849, -3.391], [4.192, 2.162, -3.461], [3.090, -3.250, 1.753], [3.816, -4.416, 3.744], [3.750, -6.898, 6.358], [3.556, -5.169, 5.988], [4.550, -6.208, 4.932], [0.428, -7.005, 3.459], [-0.279, -5.880, 1.442], [-3.736, -2.283, 5.584], [-3.956, -1.170, 6.484], [-5.356, -1.020, 6.828], [-3.093, -1.237, 7.652], [-3.435, 0.330, 5.624], [-3.947, 1.479, 6.019], [-3.486, 2.539, 5.360], [-2.561, 2.430, 4.335], [-2.086, 1.168, 4.016], [-2.529, 0.105, 4.693], [-1.101, 0.878, 2.940], [-0.631, -0.424, 2.783], [0.210, -0.715, 1.734], [0.565, 0.208, 0.819], [0.188, 1.476, 1.022], [-0.630, 1.850, 2.066], [-3.878, 3.500, 5.673], [-2.212, 3.320, 3.829], [-0.954, -1.194, 3.468], [0.608, -1.709, 1.599], [0.556, 2.209, 0.318], [-0.907, 2.890, 2.165]],
  "lowdin_charge": [1.489, -0.069, -0.072, -0.282, 0.013, -0.034, -0.223, -0.011, -0.002, -0.058, -0.216, 0.030, 0.016, -0.214, -0.065, -0.063, -0.241, -0.001, 0.020, -0.210, -0.053, -0.217, -0.025, -0.002, -0.281, -0.071, -0.071, 0.014, -0.031, -0.203, -0.055, -0.225, -0.068, -0.196, -0.028, 0.001, -0.283, -0.070, -0.067, 0.016, -0.036, -0.252, 0.002, 0.020, -0.215, -0.053, 0.011, 0.021, -0.050, -0.164, -0.032, 0.001, -0.280, -0.062, -0.065, 0.019, -0.009, 0.095, 0.099, 0.093, 0.124, 0.121, 0.128, 0.108, 0.125, 0.098, 0.128, 0.123, 0.125, 0.105, 0.095, 0.095, 0.098, 0.125, 0.127, 0.126, 0.110, 0.095, 0.097, 0.096, 0.125, 0.121, 0.114, 0.115, 0.119, 0.115, 0.117, 0.107, 0.096, 0.099, 0.096, 0.128, 0.090, -0.151, 0.509, -0.137, -0.143, -0.375, 0.142, -0.069, 0.034, -0.188, 0.164, -0.108, 0.043, -0.068, -0.034, -0.087, 0.031, 0.125, 0.113, 0.127, 0.103, 0.115, 0.121],
  "multiplicity": 2,
  "e_tot_ha": -3609.52125,
  "orbital_gap_ev": [5.3, 3.1],
  "e_above_lowest_kcal_mol": 0.00,
  "charge": 1,
  "s2": 0.7664
}



(2)
{
  "formula": "H5O2S",
  "method": "wB97M-V/def2-TZVPD",
  "species": ["S", "H", "H", "H", "O", "H", "H", "O"],
  "positions_angstrom": [[0.481, 1.079, -1.357], [1.331, 0.027, -1.180], [-2.042, -1.538, -3.275], [-3.446, -1.540, -3.548], [-2.619, -1.486, -4.059], [1.474, -1.156, 6.343], [1.031, 0.272, 5.958], [1.833, -0.221, 6.251]],
  "nbo_charge": [-1.078, 0.080, 0.481, 0.451, -0.935, 0.466, 0.472, -0.938],
  "e_tot_ha": -551.68031,
  "orbital_gap_ev": 5.2,
  "e_above_lowest_kcal_mol": 26.15,
  "charge": -1
}